No. 1
Entry from the Open Molecules 2025 dataset: 2 unconnected molecules or ions with the total composition C8H11BO4 at a distorted geometry (ωB97M-V/def2-TZVPD).

Geometry as XYZ:
```
24
Properties=species:S:1:pos:R:3
B -0.9570 0.5109 -1.1879
C 0.6243 -0.0699 3.3280
C 1.2965 0.4624 2.2169
C -0.1566 -1.1600 3.3253
C 1.1116 -0.1620 0.9681
C -0.3787 -1.7374 2.0307
C 0.1431 -1.1480 0.9056
C -0.2551 -1.6811 -0.5053
C -0.1405 2.1561 -3.2677
O -1.6847 0.7561 -0.1066
O 1.2204 1.9565 -3.0059
O -0.6769 1.8732 -4.4659
O -0.2110 -0.5837 -1.4243
H 0.8074 0.5593 4.1675
H 1.9329 1.2971 2.2096
H -0.9138 -1.4487 3.9807
H 1.4894 0.3912 0.1562
H -1.0715 -2.5317 1.9863
H 0.5690 -2.4692 -0.7857
H -1.1905 -2.2061 -0.5420
H -0.5295 3.0373 -2.8649
H -1.8026 0.1196 0.6399
H 1.1799 1.0350 -2.9783
H -0.4059 1.0430 -4.7802
```

Output
E_LUMO (spin up / spin down) = 0.01774 / 0.01785 hartree
HOMO-LUMO gap (spin up / spin down) = 7.29 / 7.29 eV
relative energy (zero: lowest compared OMol25 entry of this formula, charge and spin) = 20.9 kcal per mole
HOMO energy (spin up / spin down) = -6.808 / -6.807 eV

Atomic partial charges in e from the Mulliken method, atoms 1 to 6:
1. B 0.460
2. C -0.384
3. C -0.546
4. C -0.596
5. C -0.004
6. C -0.212


No. 2
Entry from the Open Molecules 2025 dataset: a molecular structure, C8H11BrClN2NiP at a distorted geometry (ωB97M-V/def2-TZVPD).

Geometry as XYZ:
```
25
Properties=species:S:1:pos:R:3
C 1.6299 -1.9843 0.8143
C 0.2696 -1.5818 1.4711
P -0.4171 0.0392 0.9332
C 0.8268 1.3994 0.8508
C 2.0180 1.1677 -0.1633
C -1.4563 -0.0704 -0.6261
Cl -2.2674 -1.6735 -0.7187
C -0.6479 0.1191 -1.8977
N -0.2106 0.2411 -2.9363
C -2.5997 1.0298 -0.6150
Br -3.5482 1.0383 -2.3458
C -3.6194 0.7005 0.4215
N -4.4202 0.6204 1.2087
H 1.8364 -3.0436 1.0494
H 2.4502 -1.4107 1.2834
H 1.6729 -1.8217 -0.2738
H 0.3535 -1.5568 2.5771
H -0.4524 -2.3932 1.2554
H 0.2784 2.2968 0.4983
H 1.2268 1.5969 1.8594
H 1.8792 0.2746 -0.8043
H 2.9294 1.0003 0.4383
H 2.2007 2.0868 -0.7445
H -2.1990 2.0415 -0.4398
Ni 2.0411 -0.0720 -3.1065
```

Output
net charge = +2
E_LUMO (spin up / spin down) = -0.32618 / -0.39875 hartree
HOMO-LUMO gap (spin up / spin down) = 8.27 / 6.29 eV
HOMO energy (spin up / spin down) = -17.146 / -17.144 eV
multiplicity = 3

Atomic partial charges in e from the Mulliken method, atoms 1 to 6:
1. C -0.953
2. C -0.452
3. P 0.373
4. C -0.439
5. C -0.392
6. C 0.496


No. 3
Entry from the Open Molecules 2025 dataset: a molecular structure, C8H11BrINO5SSi2 at a distorted geometry (ωB97M-V/def2-TZVPD).

Geometry as XYZ:
```
30
Properties=species:S:1:pos:R:3
C 2.0410 -2.3260 1.0716
S 1.7229 -2.5558 -0.7289
O 2.9874 -2.3135 -1.4313
O 1.0909 -3.8399 -1.0150
Si 0.4211 -0.8610 -1.2782
O -1.1145 -1.2632 -0.6565
Si -2.3219 -0.1368 -0.9739
O -1.8583 1.4545 -0.7294
Br -3.1392 -0.2735 -3.0873
C -3.7678 -0.5640 0.2093
C -3.8095 0.4251 1.4137
O -4.5253 1.3538 1.3560
I -2.5144 0.0839 3.1395
C 1.2143 0.6425 -0.4542
C 2.2964 1.3830 -1.0585
C 2.8757 2.4740 -0.3649
N 2.5587 3.0160 0.8323
C 1.5351 2.3007 1.3538
C 0.8565 1.1695 0.8430
H 2.5945 -1.3660 1.2092
H 1.0257 -2.1368 1.5115
H 2.5486 -3.2009 1.5217
H 0.4553 -0.7153 -2.7387
H -2.5220 2.0482 -1.1265
H -4.7405 -0.6637 -0.3150
H -3.5477 -1.5723 0.6537
H 2.6737 1.0973 -2.0574
H 3.7304 2.9747 -0.8770
H 1.1802 2.6729 2.3436
H 0.0526 0.6927 1.4341
```

Output
E_LUMO = -0.01632 hartree
HOMO-LUMO gap = 9.56 eV
HOMO energy = -10.000 eV

Atomic partial charges in e from the Mulliken method, atoms 1 to 6:
1. C -0.841
2. S 0.971
3. O -0.639
4. O -0.654
5. Si 0.199
6. O -0.026